The following is a quantum chemistry calculation of a 12-piece molecular cluster, C6H36N2O11 overall, from the OMol25 dataset.

Last column: Löwdin charge in e.
Geometry (Å):
N  -0.103  0.148  0.621  0.088
C  0.850  0.813  -0.352  -0.319
C  2.190  1.280  0.241  -0.155
C  2.177  2.570  1.080  -0.129
C  1.107  3.080  1.692  -0.011
C  1.008  -0.192  -1.551  -0.243
N  -0.206  -0.573  -2.201  -0.125
C  0.017  -1.794  -3.060  -0.111
H  0.492  -0.509  0.917  0.003
H  -0.404  0.817  1.353  0.038
H  0.292  1.695  -0.664  0.106
H  2.872  1.504  -0.560  0.103
H  2.682  0.560  0.906  0.069
H  3.153  2.881  1.199  0.074
H  1.175  4.035  2.383  0.097
H  0.038  2.829  1.723  0.003
H  1.821  0.095  -2.216  0.076
H  1.475  -1.072  -0.946  0.135
H  -1.104  -0.578  -1.581  0.092
H  0.126  -2.745  -2.576  0.054
H  0.935  -1.492  -3.793  0.120
H  -0.869  -1.926  -3.746  0.066
H  2.000  -0.191  2.379  0.054
H  3.039  0.235  3.337  0.013
O  3.017  -0.124  2.485  -0.087
H  0.707  -1.343  3.639  0.004
H  -0.167  -0.219  3.429  0.001
O  0.677  -0.419  3.753  -0.009
H  2.532  1.397  -3.464  0.024
H  1.015  1.170  -4.084  0.040
O  1.965  1.034  -4.133  -0.059
H  -0.842  2.890  0.251  -0.035
H  -2.224  3.398  0.175  0.016
O  -1.436  3.379  -0.328  -0.030
H  0.393  -3.562  2.273  0.044
H  -1.126  -3.620  2.250  0.107
O  -0.337  -3.030  2.672  -0.132
H  -2.067  -1.969  -0.025  0.040
H  -3.136  -3.058  0.118  0.016
O  -2.281  -2.832  0.473  -0.089
H  -3.248  -2.732  -2.063  0.018
H  -3.178  -1.097  -2.610  0.027
O  -3.272  -2.080  -2.771  -0.082
H  -2.278  0.647  0.416  0.019
H  -3.354  0.368  -0.717  0.018
O  -2.713  -0.027  -0.129  -0.088
H  -1.955  0.982  -2.196  0.064
H  -3.032  1.236  -3.205  0.059
O  -2.930  0.873  -2.343  -0.074
H  -2.680  1.799  2.810  0.071
H  -1.370  2.067  3.617  0.113
O  -1.709  1.840  2.682  -0.089
H  3.442  -2.909  1.605  0.010
H  3.718  -2.628  0.103  0.003
O  3.108  -2.901  0.734  -0.015

For the HOMO energy, the calculation gives -8.44 eV. The orbital gap is 0.305 Ha. The relative energy (zero: lowest compared OMol25 entry of this formula, charge and spin) comes out at 123.9 kcal per mole. The charge is 0. As for the SMILES: C=CC[C@H](N)CNC.O.O.O.O.O.O.O.O.O.O.O.